This record from the OMol25 dataset describes C19H22F4N2O4STeTi as an isolated structure. The level of theory is ωB97M-V/def2-TZVPD.

Structure (ORCA input):
```
! RIJCOSX wB97M-V def2-TZVPD def2/J DEFGRID3
* xyz -2 1
C 1.434 -2.943 -3.642
C -0.508 4.062 2.316
H -3.785 4.200 1.598
C 1.902 -1.676 1.019
H -1.167 6.694 2.032
C -0.147 -1.265 -4.294
C -3.759 1.584 1.084
F 3.520 -0.736 2.459
H 0.656 -0.642 -4.683
C -0.261 2.707 2.111
H 1.899 -3.435 -2.790
C 2.944 -2.982 2.785
H 1.775 2.965 2.752
S 0.734 1.572 -2.045
C 1.188 -2.832 0.606
H -2.120 6.308 3.463
H -1.485 -2.076 -2.282
H 1.094 -3.704 -4.368
H -3.535 1.107 0.128
C -2.792 3.784 1.757
H -1.141 -3.908 -0.776
C -0.263 -3.508 -1.295
F 2.333 -5.250 3.047
H -3.961 0.773 1.787
H -0.915 -0.594 -3.912
C 1.144 2.199 2.295
C 1.340 -4.021 1.307
H 3.614 -3.043 3.632
H 1.163 1.298 2.911
H 1.576 1.928 1.330
H -2.908 6.433 1.890
C 2.212 -4.070 2.381
N 0.431 -2.534 -0.499
F 2.725 -1.278 -1.545
O 1.259 1.552 -3.397
C -1.313 1.857 1.720
H 2.199 -2.324 -4.110
H -4.658 2.199 0.981
H 0.322 4.704 2.605
Ti 1.213 -0.703 -0.732
O -0.169 0.349 -1.808
F 0.652 -5.155 0.976
C -2.589 2.420 1.539
O 0.086 2.802 -1.680
C -0.727 -2.813 -2.562
N 0.349 -2.090 -3.210
H 0.372 -4.373 -1.530
H -1.197 -3.539 -3.250
C 2.765 -1.803 2.056
O 1.832 1.192 -1.036
H -0.574 -1.880 -5.109
C -1.765 4.622 2.149
Te -0.993 -0.227 1.443
C -2.003 6.092 2.396
*
```

## Properties
HOMO-LUMO gap (eV): 5.5
Molar mass (g/mol): 625.92
HOMO (Eh): -0.0320
Energy relative to the best compared isomer or geometry (same formula, charge and spin) (kJ/mol): 0.00